# C4H9N2

The ion C4H9N2 with charge +1 in a non-equilibrium geometry (ωB97M-V/def2-TZVPD, the OMol25 dataset).

Computed properties:
Energy relative to the best compared isomer or geometry (same formula, charge and spin) = 61.6 kcal/mol
Expectation value of S² = 2.007
Lowest unoccupied orbital energy (alpha / beta) = -4.644 / -8.202 eV

Structure (ORCA input):
```
! wB97M-V def2-TZVPD RIJCOSX def2/J DEFGRID3
* xyz 1 3
C 2.42 -0.67 -0.20
C 0.40 1.54 0.43
C -1.92 -0.65 0.45
C -1.03 -0.23 -0.75
N 0.38 0.34 -0.04
N 1.26 -0.63 0.20
H 2.93 -0.11 -1.03
H 3.11 -1.35 0.29
H 1.16 1.88 1.06
H -0.37 2.18 0.02
H -1.85 0.18 1.05
H -2.99 -0.78 0.19
H -1.52 -1.53 0.95
H -0.57 -0.91 -1.45
H -1.42 0.73 -1.17
*
```

# F16H10N8Na4O37S16

A structure of composition F16H10N8Na4O37S16 in a non-equilibrium geometry (ωB97M-V/def2-TZVPD, the OMol25 dataset).

Computed properties:
Lowest unoccupied orbital energy = 0.294 eV

Structure (ORCA input):
```
! wB97M-V def2-TZVPD RIJCOSX def2/J DEFGRID3
* xyz -4 1
Na 0.34 -16.08 6.52
Na 5.17 -21.47 12.55
Na 8.91 -14.66 9.59
Na -0.61 -19.11 8.74
N 7.45 -19.16 14.30
S 8.84 -19.58 14.72
O 9.34 -19.25 16.07
O 9.82 -19.72 13.74
F 8.58 -21.17 14.98
S 7.91 -17.48 14.03
O 8.13 -17.21 12.66
O 8.80 -16.74 14.94
F 6.47 -16.89 14.34
N -4.05 -19.01 9.13
S -5.31 -19.35 8.36
O -6.24 -18.27 8.09
O -5.90 -20.69 8.50
F -4.59 -19.44 6.92
S -4.95 -18.78 10.51
O -5.57 -19.86 11.19
O -5.55 -17.43 10.70
F -3.74 -18.59 11.58
N 2.44 -21.91 14.88
S 2.38 -23.02 15.90
O 2.37 -24.37 15.44
O 1.71 -22.70 17.18
F 3.93 -22.77 16.37
S 0.87 -22.20 14.29
O -0.25 -21.94 15.22
O 0.73 -23.31 13.36
F 0.90 -20.83 13.33
N -4.07 -13.93 16.48
S -3.55 -14.92 15.46
O -2.73 -14.47 14.38
O -4.34 -16.10 15.19
F -2.46 -15.63 16.42
S -5.07 -13.22 15.37
O -6.27 -13.87 14.91
O -4.49 -12.21 14.48
F -5.64 -12.19 16.53
N 8.16 -11.83 11.35
S 7.31 -11.52 12.59
O 6.90 -10.10 12.58
O 7.44 -12.26 13.83
F 6.00 -12.29 12.00
S 9.67 -11.40 12.11
O 10.65 -12.50 12.07
O 9.61 -10.49 13.26
F 10.18 -10.54 10.86
N 8.94 -21.13 6.93
S 7.98 -21.36 5.77
O 6.63 -20.94 6.03
O 8.25 -22.52 4.89
F 8.54 -20.21 4.75
S 8.40 -22.52 7.77
O 8.79 -23.79 7.29
O 7.31 -22.38 8.69
F 9.59 -22.30 8.85
N 0.95 -10.34 17.08
S 1.89 -9.54 17.89
O 2.98 -8.82 17.18
O 2.20 -10.08 19.20
F 0.83 -8.32 18.29
S 2.13 -11.52 16.74
O 1.99 -12.80 17.47
O 3.48 -11.23 16.27
F 1.44 -12.04 15.31
N 2.11 -16.96 9.62
S 2.21 -16.35 10.99
O 2.37 -14.88 11.03
O 2.57 -17.13 12.17
F 0.55 -16.46 11.19
S 3.78 -17.15 9.59
O 4.17 -18.25 10.43
O 4.63 -16.03 9.43
F 3.69 -17.75 8.12
O 2.04 -17.08 16.81
H 1.13 -17.37 16.77
H 2.03 -16.34 17.42
O 5.44 -13.02 7.24
H 6.39 -13.09 7.16
H 5.21 -13.62 7.94
O 2.01 -9.76 11.65
H 2.59 -10.49 11.89
H 1.17 -9.98 12.07
O -1.22 -12.51 11.13
H -0.35 -12.83 10.89
H -1.46 -13.01 11.90
O 2.53 -21.25 4.20
H 3.36 -21.11 4.66
H 2.73 -21.91 3.54
*
```

# C4H6O2Ru

A structure of composition C4H6O2Ru in a non-equilibrium geometry (ωB97M-V/def2-TZVPD, the OMol25 dataset).

Computed properties:
Energy relative to the best compared isomer or geometry (same formula, charge and spin) = 0.0 kcal/mol
Expectation value of S² = 12.016
Lowest unoccupied orbital energy (alpha / beta) = 0.328 / -2.418 eV

Structure (ORCA input):
```
! wB97M-V def2-TZVPD RIJCOSX def2/J DEFGRID3
* xyz 0 7
O -0.54 -1.91 -1.83
C -1.24 -1.46 -0.69
H -0.11 -1.12 -2.20
H -1.10 -2.21 0.11
C -0.64 -0.06 -0.24
C -0.61 0.17 1.09
C 0.34 1.16 1.75
O 1.05 1.95 0.86
Ru 0.54 1.56 -0.96
H -1.22 -0.40 1.81
H -2.21 -0.88 -0.99
H 1.02 0.57 2.41
H -0.26 1.78 2.45
*
```

Please write out number 3 again, unchanged.
# C4H6O2Ru

A structure of composition C4H6O2Ru in a non-equilibrium geometry (ωB97M-V/def2-TZVPD, the OMol25 dataset).

Computed properties:
Energy relative to the best compared isomer or geometry (same formula, charge and spin) = 0.0 kcal/mol
Expectation value of S² = 12.016
Lowest unoccupied orbital energy (alpha / beta) = 0.328 / -2.418 eV

Structure (ORCA input):
```
! wB97M-V def2-TZVPD RIJCOSX def2/J DEFGRID3
* xyz 0 7
O -0.54 -1.91 -1.83
C -1.24 -1.46 -0.69
H -0.11 -1.12 -2.20
H -1.10 -2.21 0.11
C -0.64 -0.06 -0.24
C -0.61 0.17 1.09
C 0.34 1.16 1.75
O 1.05 1.95 0.86
Ru 0.54 1.56 -0.96
H -1.22 -0.40 1.81
H -2.21 -0.88 -0.99
H 1.02 0.57 2.41
H -0.26 1.78 2.45
*
```